#P
Below is C5H7FN2S as an isolated structure, with properties calculated with ωB97M-V with the def2-TZVPD basis set.

```
! wB97M-V def2-TZVPD RIJCOSX def2/J DEFGRID3
* xyz 0 1
C 0.768 -1.599 -1.078
C -0.900 -0.277 0.160
C 1.054 1.539 0.975
C 0.263 2.399 0.091
C -0.385 3.106 -0.634
H 2.085 -0.802 -2.199
H 0.303 -2.478 -0.638
H 0.550 0.455 -1.063
H -1.174 0.770 0.302
H 0.980 1.892 2.009
H 2.108 1.557 0.675
H -0.959 3.737 -1.276
N 1.754 -1.711 -1.864
N 0.160 -0.397 -0.684
F 0.608 0.232 0.926
S -1.722 -1.467 0.913
*
```

LUMO level (Ha): 0.0137
HOMO-LUMO gap (eV): 8.67
Molar mass (g/mol): 146.19

=====

#Q
Below is one molecule with the formula C5H7FN2S, with properties calculated with ωB97M-V with the def2-TZVPD basis set.

```
! wB97M-V def2-TZVPD RIJCOSX def2/J DEFGRID3
* xyz 0 1
C -2.167 1.692 -0.032
S -2.598 -0.073 -0.066
C -0.703 -0.737 0.064
F -0.830 -2.061 0.367
N -0.098 -0.587 -1.214
C 1.158 -0.656 -1.227
C 1.968 -0.850 0.024
C 1.213 -0.138 1.110
N -0.043 -0.062 1.126
H -1.497 1.864 0.805
H -3.091 2.244 0.103
H -1.693 1.968 -0.970
H 1.659 -0.531 -2.177
H 1.964 -1.921 0.262
H 3.000 -0.518 -0.072
H 1.758 0.366 1.897
*
```

LUMO level (Ha): 0.0098
HOMO-LUMO gap (eV): 8.70
Molar mass (g/mol): 146.19
SMILES string: CSC1(F)N=CCC=N1

=====

Which of them is the most stable, and which is the least stable? #Q and #P, in that order.

=====

#P
Below is a 10-piece molecular cluster, C40H50N10 overall, with properties calculated with ωB97M-V with the def2-TZVPD basis set.

```
! wB97M-V def2-TZVPD RIJCOSX def2/J DEFGRID3
* xyz 0 1
C 11.145 9.925 24.910
C 10.154 8.972 24.276
C 10.216 9.294 22.795
N 10.981 10.487 22.614
C 11.497 10.944 23.926
H 11.640 9.967 25.907
H 9.659 8.023 24.688
H 9.861 8.774 21.960
H 11.004 11.102 21.744
H 12.071 11.666 24.142
C 12.467 14.155 25.290
C 13.816 14.196 24.884
C 13.997 15.389 23.961
N 12.699 15.871 23.686
C 11.697 15.241 24.480
H 12.027 13.383 26.127
H 14.541 13.688 25.257
H 14.787 15.966 23.539
H 12.527 16.758 23.064
H 10.673 15.521 24.634
C 17.454 14.673 26.652
C 16.978 15.460 27.871
C 18.106 15.512 28.736
N 19.129 14.547 28.370
C 18.806 13.977 27.148
H 17.083 14.400 25.540
H 15.955 15.912 27.697
H 18.205 15.949 29.771
H 19.921 14.260 28.894
H 19.629 13.375 26.657
C 16.207 9.952 28.530
C 14.985 10.420 27.901
C 14.979 12.036 28.144
N 16.241 12.267 28.659
C 17.091 11.157 28.850
H 16.471 8.925 28.487
H 14.110 9.927 27.427
H 14.270 12.866 27.891
H 16.573 13.190 28.723
H 18.012 11.330 29.425
C 18.916 10.005 23.961
C 18.492 11.342 23.261
C 17.426 11.973 24.182
N 17.310 11.118 25.294
C 18.124 10.047 25.269
H 19.725 9.312 23.603
H 18.903 11.715 22.503
H 16.726 12.708 24.074
H 16.562 11.246 26.034
H 18.374 9.210 25.945
C 13.143 9.366 31.108
C 12.023 8.402 31.516
C 12.443 7.958 32.947
N 13.631 8.662 33.158
C 14.068 9.479 32.299
H 13.185 9.658 29.897
H 11.195 8.228 31.149
H 12.030 7.270 33.581
H 14.023 8.405 34.030
H 14.820 10.005 32.367
C 15.736 4.663 30.355
C 15.901 5.585 29.170
C 14.890 6.643 29.536
N 14.372 6.541 30.811
C 14.850 5.405 31.424
H 16.112 3.645 30.310
H 16.546 5.280 28.314
H 14.708 7.642 29.041
H 13.864 7.517 31.180
H 14.674 5.043 32.374
C 13.807 17.522 29.298
C 14.261 18.555 28.429
C 14.132 18.126 26.904
N 13.645 16.776 27.084
C 13.444 16.302 28.424
H 13.853 17.532 30.354
H 14.438 19.620 28.607
H 14.365 18.575 25.881
H 13.073 15.998 26.481
H 13.123 15.314 28.545
C 14.129 13.966 31.145
C 13.376 14.000 32.492
C 13.925 15.169 33.300
N 14.918 15.768 32.489
C 15.036 15.200 31.220
H 13.998 13.336 30.350
H 12.655 13.304 32.864
H 13.508 15.912 34.188
H 15.530 16.616 32.726
H 15.545 15.559 30.353
C 20.255 12.108 30.459
C 21.369 12.325 29.395
C 21.779 13.790 29.482
N 21.088 14.307 30.592
C 20.191 13.388 31.211
H 19.749 11.122 30.857
H 21.991 11.767 28.835
H 22.549 14.308 28.781
H 21.169 15.191 30.729
H 19.591 13.908 32.078
*
```

LUMO level (Ha): 0.0166
HOMO-LUMO gap (eV): 7.52
Molar mass (g/mol): 670.91
SMILES string: c1cc[nH]c1.c1cc[nH]c1.c1cc[nH]c1.c1cc[nH]c1.c1cc[nH]c1.c1cc[nH]c1.c1cc[nH]c1.c1cc[nH]c1.c1cc[nH]c1.c1cc[nH]c1

=====

#Q
Below is a 10-piece molecular cluster, C40H50N10 overall, with properties calculated with ωB97M-V with the def2-TZVPD basis set.

```
! wB97M-V def2-TZVPD RIJCOSX def2/J DEFGRID3
* xyz 0 1
C 6.344 20.719 55.704
C 5.185 20.365 54.810
C 4.346 21.478 54.815
N 5.022 22.481 55.450
C 6.113 21.996 56.195
H 6.984 19.861 56.193
H 4.952 19.385 54.412
H 3.406 21.410 54.135
H 4.566 23.346 55.414
H 6.793 22.526 56.722
C 4.119 13.919 50.671
C 5.235 15.004 50.923
C 5.004 16.039 50.041
N 3.948 15.721 49.266
C 3.404 14.474 49.668
H 3.769 13.190 51.161
H 5.999 14.985 51.570
H 5.378 17.083 49.714
H 3.509 16.309 48.561
H 2.632 13.727 49.300
C 0.435 14.805 59.483
C 0.965 15.940 58.528
C 1.738 15.224 57.637
N 1.451 13.925 57.805
C 0.570 13.653 58.839
H -0.097 15.052 60.291
H 1.079 16.930 58.772
H 2.470 15.595 56.938
H 1.881 13.180 57.240
H 0.227 12.641 59.065
C 8.406 16.713 51.755
C 7.268 17.327 52.707
C 7.923 18.102 53.573
N 9.324 17.976 53.342
C 9.514 17.136 52.210
H 8.294 16.155 50.902
H 6.154 17.189 52.601
H 7.723 18.803 54.371
H 10.016 18.299 53.880
H 10.621 16.847 52.058
C -0.823 13.501 53.563
C -0.006 12.675 52.658
C 1.135 13.276 52.482
N 1.062 14.564 53.143
C -0.057 14.665 53.917
H -1.798 13.559 53.930
H -0.322 11.576 52.439
H 1.988 12.939 51.929
H 1.675 15.435 53.233
H -0.312 15.644 54.595
C 1.946 17.020 47.195
C 1.943 17.809 48.431
C 3.077 18.585 48.498
N 3.873 18.063 47.479
C 3.228 17.138 46.670
H 1.196 16.516 46.636
H 1.049 17.893 49.207
H 3.419 19.499 48.983
H 4.855 18.417 47.401
H 3.539 16.688 45.739
C -1.655 18.562 50.891
C -2.571 17.444 51.304
C -3.517 17.335 50.369
N -3.236 18.211 49.360
C -2.122 19.071 49.581
H -0.694 18.897 51.347
H -2.469 16.665 51.999
H -4.495 16.927 50.455
H -4.066 18.719 48.684
H -1.808 19.923 48.938
C 2.872 17.258 54.587
C 1.613 17.788 53.897
C 1.811 17.342 52.584
N 2.950 16.704 52.421
C 3.583 16.579 53.717
H 3.123 17.531 55.515
H 0.704 18.232 54.276
H 1.222 17.536 51.757
H 3.100 16.088 51.566
H 4.504 15.944 53.871
C 3.590 11.760 56.711
C 2.309 11.034 56.879
C 1.440 11.525 55.915
N 2.154 12.449 55.266
C 3.444 12.668 55.652
H 4.504 11.610 57.245
H 1.882 10.479 57.709
H 0.463 11.368 55.876
H 1.804 13.116 54.462
H 4.128 13.579 55.350
C -0.626 22.337 54.671
C -0.178 21.060 55.454
C -1.217 20.420 56.059
N -2.314 21.231 55.785
C -1.976 22.279 55.004
H -0.136 23.110 54.050
H 0.821 20.688 55.326
H -1.393 19.411 56.690
H -3.275 21.012 56.216
H -2.718 22.973 54.646
*
```

LUMO level (Ha): 0.0189
HOMO-LUMO gap (eV): 8.30
Molar mass (g/mol): 670.91
SMILES string: c1cc[nH]c1.c1cc[nH]c1.c1cc[nH]c1.c1cc[nH]c1.c1cc[nH]c1.c1cc[nH]c1.c1cc[nH]c1.c1cc[nH]c1.c1cc[nH]c1.c1cc[nH]c1

=====

Which of them is the most stable, and which is the least stable? #Q and #P, in that order.

=====

#P
Below is one molecule with the formula C4H7N3O, with properties calculated with ωB97M-V with the def2-TZVPD basis set.

```
! wB97M-V def2-TZVPD RIJCOSX def2/J DEFGRID3
* xyz 0 1
C -1.963 0.158 0.175
N -0.863 1.058 0.579
N -0.069 1.427 -0.508
C 1.020 0.570 -0.747
O 1.368 0.452 -1.886
C 1.670 -0.084 0.409
C 1.823 -1.372 0.267
N 2.160 -2.535 0.137
H -1.860 -0.713 0.787
H -3.028 0.580 0.119
H -1.697 -0.053 -0.878
H -1.378 1.802 1.183
H -0.554 1.694 -1.274
H 1.889 0.392 1.356
H 1.482 -3.378 0.279
*
```

LUMO level (Ha): 0.0291
HOMO-LUMO gap (eV): 9.82
Molar mass (g/mol): 113.12
SMILES string: CNNC(=O)C=C=N

=====

#Q
Below is C4H7N3O as an isolated structure, with properties calculated with ωB97M-V with the def2-TZVPD basis set.

```
! wB97M-V def2-TZVPD RIJCOSX def2/J DEFGRID3
* xyz 0 1
C 0.773 0.609 0.940
C 0.235 0.327 -0.400
C -1.237 -0.098 -0.454
N 1.208 -0.958 0.078
C -1.857 -0.779 0.514
O -1.806 0.284 -1.599
N 1.269 1.246 1.824
N 0.552 1.084 -1.455
H -1.077 0.804 -2.051
H 2.083 -1.030 -0.431
H 0.672 -1.818 0.107
H 1.944 0.953 2.514
H 1.460 1.531 -1.407
H -1.333 -1.066 1.414
H -2.886 -1.088 0.406
*
```

LUMO level (Ha): 0.0195
HOMO-LUMO gap (eV): 8.90
Molar mass (g/mol): 113.12

=====

Which of them is the most stable, and which is the least stable? #P and #Q, in that order.

=====

#P
Below is one molecule with the formula C4H7N3O, with properties calculated with ωB97M-V with the def2-TZVPD basis set.

```
! wB97M-V def2-TZVPD RIJCOSX def2/J DEFGRID3
* xyz 0 1
C 3.075 -0.401 -0.160
N 1.769 -0.440 0.193
N 1.180 0.724 0.167
C -0.190 0.813 0.007
O -0.863 1.874 -0.008
N -0.846 -0.478 -0.132
C -1.988 -0.653 0.715
C -2.121 -0.437 -0.720
H 3.619 0.611 -0.425
H 3.669 -1.256 -0.331
H 1.772 1.608 0.298
H -2.101 0.253 1.425
H -2.084 -1.566 1.286
H -2.350 -1.221 -1.304
H -2.542 0.568 -1.011
*
```

LUMO level (Ha): 0.0205
HOMO-LUMO gap (eV): 9.83
Molar mass (g/mol): 113.12
SMILES string: C=NNC(=O)N1CC1

=====

#Q
Below is C4H7N3O as an isolated structure, with properties calculated with ωB97M-V with the def2-TZVPD basis set.

```
! wB97M-V def2-TZVPD RIJCOSX def2/J DEFGRID3
* xyz 0 1
C 2.637 -0.108 0.074
C 1.163 0.155 -0.258
C -0.551 1.102 -0.200
C -2.058 -1.087 0.075
H 2.877 -1.038 0.705
H 3.122 0.911 0.514
H 3.289 -0.263 -0.817
H -1.681 2.921 -0.050
H -2.603 -1.915 -0.640
H -1.828 -1.877 1.054
H -2.990 -0.428 0.103
N 0.760 1.286 -0.097
N -1.627 1.726 0.086
N -0.841 -0.378 -0.417
O 0.329 -1.008 -0.132
*
```

LUMO level (Ha): 0.0177
HOMO-LUMO gap (eV): 8.99
Molar mass (g/mol): 113.12

=====

Which of them is the most stable, and which is the least stable? #P and #Q, in that order.

=====

#P
Below is one molecule with the formula C4H7N3O, with properties calculated with ωB97M-V with the def2-TZVPD basis set.

```
! wB97M-V def2-TZVPD RIJCOSX def2/J DEFGRID3
* xyz 0 1
O 3.162 -0.565 0.169
C 2.295 0.203 -0.254
N 0.938 0.062 -0.064
C 0.433 -1.183 -0.051
N -0.679 -1.548 -0.346
C -1.756 -0.558 -0.141
C -1.110 0.743 0.366
N 0.009 1.058 -0.543
H 2.592 1.195 -0.694
H 1.210 -2.004 0.096
H -2.329 -1.264 0.798
H -2.477 -0.383 -1.102
H -1.975 1.565 0.478
H -0.676 0.657 1.445
H 0.364 2.022 -0.156
*
```

LUMO level (Ha): 0.0224
HOMO-LUMO gap (eV): 9.65
Molar mass (g/mol): 113.12
SMILES string: O=CN1C=NCCN1

=====

#Q
Below is one molecule with the formula C4H7N3O, with properties calculated with ωB97M-V with the def2-TZVPD basis set.

```
! wB97M-V def2-TZVPD RIJCOSX def2/J DEFGRID3
* xyz 0 1
H -2.744 0.064 0.120
N -1.692 0.330 -0.002
C -1.375 1.252 -0.985
N -0.167 1.619 -1.618
C 0.930 0.703 -1.451
C 1.289 -0.083 -0.427
N 0.488 -0.865 0.427
C 0.832 -1.643 1.511
O -0.050 -1.443 2.556
H -2.155 2.119 -1.272
H -0.501 2.357 -2.451
H 1.643 1.495 -2.011
H 2.307 -0.625 -0.503
H -0.415 -0.439 0.762
H 1.810 -2.386 1.376
*
```

LUMO level (Ha): 0.0063
HOMO-LUMO gap (eV): 8.33
Molar mass (g/mol): 113.12
SMILES string: [H]/N=C/N/C=C\NC=O

=====

#R
Below is C4H7N3O as an isolated structure, with properties calculated with ωB97M-V with the def2-TZVPD basis set.

```
! wB97M-V def2-TZVPD RIJCOSX def2/J DEFGRID3
* xyz 0 1
C -0.440 -0.756 -0.530
C 0.365 0.098 -1.122
C 0.670 1.210 -0.148
C -0.790 -0.334 0.867
H -1.073 -2.087 -2.001
H -1.283 -2.690 -0.511
H 0.747 0.110 -2.110
H 2.324 1.635 -0.759
H 1.466 1.301 1.749
H -1.895 -0.386 1.214
H -0.306 -0.880 1.589
N -1.488 -1.713 -1.126
N 1.681 1.978 -0.059
N -0.222 1.023 0.885
O 0.246 1.489 2.062
*
```

LUMO level (Ha): 0.0218
HOMO-LUMO gap (eV): 9.58
Molar mass (g/mol): 113.12

=====

Which of them is the most stable, and which is the least stable? #P and #Q, in that order.

=====

#P
Below is one molecule with the formula C4H7N3O, with properties calculated with ωB97M-V with the def2-TZVPD basis set.

```
! wB97M-V def2-TZVPD RIJCOSX def2/J DEFGRID3
* xyz 0 1
H 1.384 -0.532 2.655
N 1.048 0.294 2.150
C 0.375 0.133 1.171
C -0.128 -1.180 0.584
N 0.142 -1.071 -0.809
C -0.434 0.044 -1.547
C -0.507 1.439 -0.844
O -0.993 2.445 -1.277
N 0.029 1.342 0.433
H 0.541 -1.864 1.173
H -1.105 -1.451 0.753
H 0.542 -1.898 -1.189
H 0.119 0.209 -2.476
H -1.460 -0.122 -1.709
H 0.448 2.213 0.931
*
```

LUMO level (Ha): 0.0289
HOMO-LUMO gap (eV): 9.73
Molar mass (g/mol): 113.12
SMILES string: [H]/N=C1\CNCC(=O)N1

=====

#Q
Below is one molecule with the formula C4H7N3O, with properties calculated with ωB97M-V with the def2-TZVPD basis set.

```
! wB97M-V def2-TZVPD RIJCOSX def2/J DEFGRID3
* xyz 0 1
H -2.095 -0.582 3.441
N -1.869 -0.001 2.623
C -1.008 -0.736 1.947
N -0.556 -0.287 0.719
C 0.325 -1.014 -0.066
C 0.729 -0.673 -1.242
N 0.392 0.638 -1.794
C 1.078 1.803 -1.448
O 0.881 2.856 -2.001
H -0.592 -1.682 2.367
H -1.049 0.513 0.364
H 0.693 -1.955 0.300
H 1.382 -1.254 -1.918
H -0.134 0.754 -2.667
H 1.822 1.619 -0.624
*
```

LUMO level (Ha): 0.0279
HOMO-LUMO gap (eV): 9.63
Molar mass (g/mol): 113.12
SMILES string: [H]/N=C/N/C=C\NC=O

=====

Which of them is the most stable, and which is the least stable? #Q and #P, in that order.